DFT (wB97M-V/def2-TZVPD) results for 7 unconnected molecules or ions with the total composition C34H89N7O10 in a non-equilibrium geometry.

Calculated values
Orbital gap = 9.1 eV
Energy relative to the best compared isomer or geometry (same formula, charge and spin) = 8.4 kcal/mol
LUMO level = 0.6 eV
SMILES string = COC[C@H](C)N.COC[C@H](C)N.COC[C@H](C)N.COC[C@H](C)N.COCCNCCOC.COCCNCCOC.COCCNCCOC

Geometry as ORCA input:
```
! wB97M-V def2-TZVPD RIJCOSX def2/J DEFGRID3
* xyz 0 1
C -3.857 -3.317 2.461
O -4.250 -2.254 1.627
C -3.331 -1.171 1.605
C -3.693 -0.184 0.511
C -2.904 1.101 0.663
N -5.135 0.160 0.606
H -3.540 -2.881 3.419
H -3.070 -3.918 2.006
H -4.721 -3.920 2.736
H -3.285 -0.796 2.634
H -2.323 -1.534 1.355
H -3.522 -0.579 -0.493
H -1.820 1.075 0.533
H -3.031 1.512 1.677
H -3.313 1.972 0.143
H -5.585 -0.698 0.936
H -5.496 0.159 -0.347
C 2.336 -2.988 -2.713
O 2.172 -2.747 -4.112
C 1.349 -1.653 -4.409
C 2.154 -0.316 -4.369
C 1.359 0.898 -4.879
N 3.380 -0.423 -5.178
H 2.545 -2.006 -2.280
H 3.212 -3.618 -2.577
H 1.437 -3.486 -2.347
H 0.921 -1.691 -5.415
H 0.533 -1.652 -3.673
H 2.455 -0.242 -3.321
H 1.185 0.806 -5.953
H 1.849 1.844 -4.663
H 0.350 0.964 -4.458
H 3.923 -1.145 -4.701
H 3.116 -0.951 -6.014
C -4.243 6.253 2.750
O -2.969 6.828 2.918
C -1.835 6.004 2.897
C -1.704 5.006 1.706
C -0.185 4.852 1.392
N -2.211 5.581 0.467
H -4.687 5.954 3.700
H -4.254 5.406 2.056
H -4.877 6.974 2.231
H -0.987 6.691 2.904
H -1.728 5.410 3.818
H -2.146 4.062 2.021
H -0.084 4.300 0.456
H 0.280 4.200 2.131
H 0.268 5.830 1.246
H -1.652 6.375 0.190
H -3.172 5.891 0.488
C 3.627 -1.269 5.062
O 2.553 -0.985 4.168
C 1.392 -0.617 4.865
C 0.411 0.119 3.953
C -0.919 0.327 4.661
N 0.165 -0.644 2.743
H 3.812 -0.374 5.664
H 4.522 -1.605 4.553
H 3.269 -2.004 5.790
H 0.881 -1.520 5.243
H 1.614 -0.015 5.757
H 0.918 1.036 3.641
H -0.803 0.959 5.545
H -1.276 -0.630 5.049
H -1.608 0.786 3.956
H -0.285 -1.539 2.901
H 1.047 -0.815 2.275
C -1.826 2.616 -3.175
O -2.767 1.587 -3.307
C -3.440 1.507 -4.533
C -4.207 0.198 -4.646
N -3.350 -0.840 -5.187
C -4.027 -2.008 -5.717
C -5.009 -2.765 -4.834
O -4.465 -3.103 -3.552
C -3.428 -4.067 -3.612
H -2.329 3.599 -3.161
H -1.116 2.647 -4.004
H -1.431 2.586 -2.162
H -2.753 1.538 -5.388
H -4.127 2.359 -4.635
H -5.031 0.422 -5.325
H -4.593 -0.050 -3.648
H -2.532 -1.008 -4.623
H -3.304 -2.685 -6.179
H -4.520 -1.576 -6.598
H -5.333 -3.677 -5.341
H -5.850 -2.117 -4.595
H -2.770 -4.040 -2.752
H -2.780 -4.028 -4.497
H -3.937 -5.023 -3.790
C 0.087 -4.594 0.979
O 1.232 -3.955 0.551
C 2.147 -3.562 1.528
C 3.394 -3.007 0.871
N 4.398 -2.564 1.830
C 5.549 -2.005 1.134
C 6.553 -1.423 2.123
O 6.121 -0.131 2.522
C 7.013 0.511 3.382
H 0.234 -5.667 1.164
H -0.713 -4.542 0.234
H -0.362 -4.126 1.865
H 2.424 -4.437 2.143
H 1.732 -2.931 2.326
H 3.163 -2.181 0.186
H 3.758 -3.866 0.300
H 3.999 -1.858 2.443
H 5.228 -1.143 0.529
H 6.095 -2.707 0.505
H 7.512 -1.324 1.602
H 6.680 -2.083 2.987
H 6.521 1.282 3.976
H 7.819 1.013 2.827
H 7.522 -0.171 4.074
C 2.947 3.573 2.717
O 2.875 2.173 2.698
C 3.536 1.535 1.608
C 2.737 1.568 0.327
N 1.768 0.489 0.270
C 0.869 0.579 -0.875
C 0.026 -0.649 -1.000
O -0.839 -0.512 -2.112
C -1.729 -1.597 -2.242
H 3.925 4.067 2.693
H 2.452 3.971 3.601
H 2.419 3.954 1.837
H 3.616 0.509 1.970
H 4.559 1.908 1.521
H 3.466 1.423 -0.492
H 2.366 2.526 -0.078
H 1.264 0.566 1.148
H 1.495 0.680 -1.768
H 0.309 1.522 -0.781
H -0.506 -0.909 -0.078
H 0.709 -1.489 -1.189
H -2.013 -2.039 -1.280
H -1.331 -2.416 -2.850
H -2.635 -1.179 -2.677
*
```

Results of the Löwdin charge analysis, in e, for atoms 1 through 99: atom 1 (C): -0.10, atom 2 (O): -0.20, atom 3 (C): -0.20, atom 4 (C): -0.41, atom 5 (C): -0.06, atom 6 (N): 0.05, atom 7 (H): 0.09, atom 8 (H): 0.08, atom 9 (H): 0.09, atom 10 (H): 0.12, atom 11 (H): 0.10, atom 12 (H): 0.12, atom 13 (H): 0.06, atom 14 (H): 0.07, atom 15 (H): 0.08, atom 16 (H): 0.06, atom 17 (H): 0.07, atom 18 (C): -0.08, atom 19 (O): -0.20, atom 20 (C): -0.20, atom 21 (C): -0.43, atom 22 (C): -0.05, atom 23 (N): 0.04, atom 24 (H): 0.07, atom 25 (H): 0.09, atom 26 (H): 0.09, atom 27 (H): 0.13, atom 28 (H): 0.09, atom 29 (H): 0.10, atom 30 (H): 0.08, atom 31 (H): 0.08, atom 32 (H): 0.05, atom 33 (H): 0.07, atom 34 (H): 0.07, atom 35 (C): -0.11, atom 36 (O): -0.18, atom 37 (C): -0.21, atom 38 (C): -0.40, atom 39 (C): -0.07, atom 40 (N): 0.04, atom 41 (H): 0.09, atom 42 (H): 0.07, atom 43 (H): 0.09, atom 44 (H): 0.12, atom 45 (H): 0.12, atom 46 (H): 0.12, atom 47 (H): 0.07, atom 48 (H): 0.06, atom 49 (H): 0.08, atom 50 (H): 0.08, atom 51 (H): 0.05, atom 52 (C): -0.08, atom 53 (O): -0.21, atom 54 (C): -0.22, atom 55 (C): -0.42, atom 56 (C): -0.05, atom 57 (N): 0.06, atom 58 (H): 0.09, atom 59 (H): 0.07, atom 60 (H): 0.09, atom 61 (H): 0.13, atom 62 (H): 0.13, atom 63 (H): 0.13, atom 64 (H): 0.08, atom 65 (H): 0.08, atom 66 (H): 0.07, atom 67 (H): 0.07, atom 68 (H): 0.04, atom 69 (C): -0.11, atom 70 (O): -0.20, atom 71 (C): -0.23, atom 72 (C): -0.20, atom 73 (N): -0.06, atom 74 (C): -0.22, atom 75 (C): -0.20, atom 76 (O): -0.19, atom 77 (C): -0.12, atom 78 (H): 0.09, atom 79 (H): 0.08, atom 80 (H): 0.07, atom 81 (H): 0.12, atom 82 (H): 0.12, atom 83 (H): 0.12, atom 84 (H): 0.12, atom 85 (H): 0.09, atom 86 (H): 0.11, atom 87 (H): 0.12, atom 88 (H): 0.12, atom 89 (H): 0.12, atom 90 (H): 0.07, atom 91 (H): 0.08, atom 92 (H): 0.09, atom 93 (C): -0.13, atom 94 (O): -0.18, atom 95 (C): -0.23, atom 96 (C): -0.20, atom 97 (N): -0.04, atom 98 (C): -0.20, atom 99 (C): -0.22